This record from OMol25 describes C5H8O2 in the gas phase at a distorted geometry. The level of theory is ωB97M-V/def2-TZVPD.

Results
- Energy: -345.67805 Eh
- Spin multiplicity: 1
- Max |F|: 1.1 eV Å⁻¹
- HOMO-LUMO gap (spin up / spin down): 0.30415 / 0.28409 hartree
- Relative energy (zero: lowest compared OMol25 entry of this formula, charge and spin): 333.18 kJ/mol

CARTESIAN COORDINATES (ANGSTROEM)
C1 1.67 -0.58 0.33
C2 0.44 0.30 0.43
C3 0.25 1.29 -0.66
O1 -1.02 1.47 -0.85
C4 -1.80 0.67 -0.09
C5 -0.93 -0.43 0.43
O2 -0.96 -1.60 -0.38
H1 2.59 0.02 0.27
H2 1.61 -1.22 -0.55
H3 1.75 -1.23 1.21
H4 0.44 0.89 1.37
H5 0.93 1.98 -1.14
H6 -2.80 0.54 -0.50
H7 -1.18 -0.77 1.44
H8 -1.00 -1.32 -1.30

Calculated atomic charges, method Mulliken, unit e: -1.41 0.47 -0.47 -0.24 -0.62 0.02 -0.56 0.39 0.27 0.38 0.25 0.42 0.30 0.43 0.38